--- P ---
21
Properties=species:S:1:pos:R:3:lowdin_charge:R:1 method="wB97M-V/def2-TZVPD" smiles=CCCS.O.O.O lumo_ha=0.0034 charge=0
C 1.305 1.837 -1.111 -0.134
C 2.297 0.905 -0.494 -0.364
C 1.649 0.433 0.790 -0.555
S 2.632 -0.922 1.665 0.656
H 1.795 2.427 -1.974 0.102
H 0.405 1.339 -1.338 0.041
H 1.101 2.658 -0.330 0.100
H 3.318 1.367 -0.246 0.135
H 2.396 0.061 -1.113 0.080
H 1.445 1.289 1.392 0.056
H 0.615 0.060 0.541 0.048
H 1.618 -1.740 2.125 -0.175
O -1.093 -2.494 1.114 -0.110
H -0.592 -3.195 1.728 0.127
H -1.964 -2.909 1.110 0.046
O -1.630 -0.005 -0.063 -0.148
H -2.085 0.562 0.650 0.094
H -1.038 -0.750 0.380 0.051
O -4.462 -0.421 -1.501 -0.106
H -3.597 -0.294 -0.956 0.040
H -4.117 -0.210 -2.369 0.016

***

--- Q ---
21
Properties=species:S:1:pos:R:3:lowdin_charge:R:1 method="wB97M-V/def2-TZVPD" smiles=CCSC.O.O.O lumo_ha=0.0178 charge=0
C 2.802 -1.395 -1.136 -0.178
C 1.842 -1.423 0.100 -0.540
S 0.616 -0.151 -0.287 0.791
C -0.464 -0.316 1.154 -0.394
H 3.320 -2.355 -1.284 0.073
H 2.314 -1.214 -2.086 0.048
H 3.558 -0.633 -0.962 0.064
H 1.286 -2.348 0.252 0.071
H 2.480 -1.164 0.960 0.070
H 0.096 -0.961 1.827 0.033
H -1.392 -0.812 0.818 0.034
H -0.715 0.644 1.580 0.029
O 2.655 1.353 2.246 -0.071
H 2.288 1.080 1.392 -0.025
H 3.506 1.752 2.041 0.035
O -6.792 1.280 2.054 -0.063
H -6.870 1.041 1.127 0.028
H -6.563 0.436 2.467 0.035
O -0.444 0.447 -3.996 -0.068
H -1.396 0.352 -3.970 0.027
H -0.159 0.807 -3.148 0.001

***

Which of them is most stable? Easy: Q.

***

--- P ---
11
Properties=species:S:1:pos:R:3:lowdin_charge:R:1 method="wB97M-V/def2-TZVPD" smiles="C#[N+][S-].N=C=NN" lumo_ha=0.0173 charge=0
C 1.768 -0.520 -1.383 0.078
N 1.553 0.163 -2.332 -0.667
S 0.924 1.230 -3.291 0.530
H 2.041 -0.982 -0.498 0.059
N -2.034 -0.075 -0.656 0.118
C -1.281 -0.087 0.308 -0.333
N -0.594 -0.441 1.264 -0.033
N -0.126 0.264 2.396 -0.008
H -1.921 0.279 -1.691 0.113
H 0.611 -0.228 2.949 0.092
H -0.941 0.397 2.936 0.052

***

--- Q ---
11
Properties=species:S:1:pos:R:3:lowdin_charge:R:1 method="wB97M-V/def2-TZVPD" lumo_ha="0.0165 / 0.0165" charge=0
C 1.087 1.704 -0.225 -0.282
C 0.986 -0.990 0.125 -0.670
N -0.062 1.581 0.136 -0.100
N 0.119 -1.897 0.080 0.018
N -0.658 0.585 0.576 -0.130
N -1.831 0.147 -0.015 0.056
S 2.256 0.014 -0.093 0.854
H 1.586 2.642 -0.480 0.074
H 0.264 -2.927 0.261 0.085
H -2.122 -0.628 0.516 0.053
H -1.625 -0.231 -0.881 0.041

***

Which of them is most stable? Easy: P.

***

--- P ---
20
Properties=species:S:1:pos:R:3:lowdin_charge:R:1 method="wB97M-V/def2-TZVPD" lumo_ha=-0.1519 charge=+1
C -0.191 1.771 1.466 -0.250
C -0.581 -0.382 1.483 -0.180
C -0.358 1.723 -0.112 -0.124
C -0.995 0.539 -0.615 -0.223
C 1.962 -2.477 -0.608 -0.037
N -0.464 0.633 2.130 0.163
N -1.049 -0.539 0.213 0.181
N 0.873 1.664 0.576 0.114
N -1.768 0.605 -1.691 0.223
H -0.373 2.613 2.117 0.164
H -0.514 -1.361 1.805 0.126
H -0.504 2.657 -0.629 0.154
H 3.040 -2.710 -0.492 0.047
H 1.308 -3.174 -0.257 -0.025
H 1.792 -1.706 0.113 -0.019
H -1.353 -1.464 -0.093 0.185
H 1.378 2.544 0.484 0.147
H 1.798 -2.080 -1.642 0.043
H -1.826 1.454 -2.224 0.136
H -2.176 -0.310 -2.025 0.175

***

--- Q ---
20
Properties=species:S:1:pos:R:3:lowdin_charge:R:1 method="wB97M-V/def2-TZVPD" smiles=CN(C)[n+]1cnn(C)c1 lumo_ha=-0.1121 charge=+1
C 2.065 -1.134 -0.379 -0.054
N 1.633 0.092 0.269 -0.166
C 2.372 1.360 -0.111 0.012
N 0.240 0.180 0.202 0.031
C -0.629 1.424 0.382 0.034
N -1.852 1.055 0.390 0.105
N -1.932 -0.248 0.181 -0.102
C -3.387 -0.700 0.215 0.060
C -0.717 -0.746 0.051 -0.020
H 1.687 -1.191 -1.402 0.105
H 3.072 -1.191 -0.513 0.060
H 1.762 -1.982 0.309 0.123
H 1.959 2.100 0.597 0.099
H 3.429 1.199 -0.028 0.095
H 2.334 1.571 -1.111 0.061
H -0.288 2.390 0.428 0.104
H -3.674 -1.324 -0.698 0.128
H -3.602 -1.220 1.158 0.101
H -3.975 0.143 0.306 0.058
H -0.497 -1.778 -0.248 0.165

***

--- R ---
20
Properties=species:S:1:pos:R:3:lowdin_charge:R:1 method="wB97M-V/def2-TZVPD" lumo_ha=-0.1308 charge=+1
C 2.049 0.990 -0.474 -0.126
C 2.131 -0.841 0.744 -0.102
C -2.346 0.605 0.064 -0.037
C -0.802 -1.234 -0.767 0.051
C -0.023 0.395 0.748 -0.148
N 3.259 0.537 -0.412 0.032
N 3.323 -0.595 0.273 0.045
N 1.277 0.206 0.338 -0.105
N -1.063 0.183 -0.297 -0.172
H 1.678 1.958 -0.737 0.131
H 1.902 -1.871 1.063 0.146
H -3.160 0.196 -0.643 0.153
H -2.524 0.345 1.052 0.084
H -2.557 1.742 -0.039 0.157
H -1.286 -1.469 -1.694 0.112
H 0.168 -1.313 -1.071 0.057
H -0.871 -2.048 0.033 0.158
H -0.134 1.602 1.342 0.259
H -0.257 -0.240 1.513 0.107
H -0.761 0.850 -1.036 0.197

***

Which of them is most stable? Easy: P.